No. 1
This record from OMol25 describes C12H18N3 as an isolated structure in a non-equilibrium geometry. The level of theory is wB97M-V/def2-TZVPD.

Values from the calculation:
Kohn-Sham gap, eV: 9.55
Charge: +1
Electronic energy, eV: -17196.6207
Relative energy (zero: lowest compared OMol25 entry of this formula, charge and spin), kJ/mol: 357.75
LUMO, Ha: -0.1132

Each line ends with the natural charge from an NBO analysis.
CARTESIAN COORDINATES (ANGSTROEM)
C: 2.781 -1.444 0.518  -0.131
C: 1.397 -1.521 0.240  -0.286
C: 2.850 0.836 -0.277  0.014
C: 3.489 -0.220 0.259  -0.010
C: 0.866 -0.307 -0.277  0.451
C: -2.619 -1.852 -0.161  -0.154
C: -1.569 -1.427 -0.826  -0.082
C: -3.374 -0.959 0.827  -0.264
C: -1.595 0.689 0.488  0.121
C: 4.999 -0.122 0.578  -0.636
C: -1.409 2.163 0.318  -0.630
C: -1.070 0.515 -2.075  -0.444
N: 1.506 0.803 -0.499  -0.447
N: -2.966 0.418 0.533  -0.646
N: -0.988 -0.073 -0.675  -0.290
H: 3.219 -2.360 0.852  0.242
H: 0.836 -2.447 0.271  0.258
H: 3.240 1.853 -0.011  0.227
H: -3.154 -2.763 -0.379  0.243
H: -0.916 -1.939 -1.530  0.224
H: -4.459 -1.306 0.907  0.251
H: -3.057 -1.280 1.753  0.211
H: -1.114 0.331 1.379  0.207
H: 5.418 -0.220 -0.484  0.240
H: 5.271 0.933 0.867  0.243
H: 5.395 -0.956 1.105  0.239
H: -0.453 2.517 -0.103  0.248
H: -1.510 2.690 1.329  0.250
H: -2.223 2.460 -0.239  0.210
H: -0.355 1.378 -2.100  0.260
H: -0.584 -0.186 -2.739  0.225
H: -2.079 0.489 -2.476  0.248
H: -3.625 1.072 0.110  0.409

***

No. 2
This record from OMol25 describes C12H18N6NdO6Se2 as an isolated structure in a non-equilibrium geometry. The level of theory is wB97M-V/def2-TZVPD.

Values from the calculation:
Multiplicity: 4
Kohn-Sham gap (alpha / beta), eV: 8.12 / 8.14
Charge: +1
⟨S²⟩: 3.75
Electronic energy, eV: -179926.1420
Relative energy (zero: lowest compared OMol25 entry of this formula, charge and spin), kJ/mol: 0.00
LUMO (alpha / beta), Ha: -0.1436 / -0.1436

Each line ends with the Mulliken spin population.
CARTESIAN COORDINATES (ANGSTROEM)
Nd: -1.114 -0.385 0.034  2.994
N: 0.226 1.659 0.637  0.002
C: 1.326 1.726 -0.371  -0.003
C: 2.712 2.029 0.226  -0.001
C: 3.081 1.364 1.562  0.000
C: 3.183 -0.161 1.628  -0.002
N: 4.281 -0.670 0.804  0.000
C: 4.243 -1.743 0.023  0.000
N: 5.253 -1.956 -0.836  0.000
N: 3.292 -2.658 0.155  0.000
C: 1.333 0.472 -1.307  0.001
O: 2.397 0.038 -1.695  0.000
O: 0.157 0.045 -1.652  0.002
H: -0.010 2.597 0.930  0.000
H: 0.571 1.193 1.475  -0.001
H: 1.080 2.535 -1.057  0.000
H: 2.768 3.107 0.395  0.000
H: 3.449 1.785 -0.538  0.000
H: 2.371 1.680 2.330  0.000
H: 4.045 1.771 1.883  0.000
H: 2.253 -0.633 1.322  0.002
H: 3.367 -0.448 2.664  0.000
H: 5.065 -0.049 0.683  0.000
H: 5.836 -1.185 -1.112  0.000
H: 5.173 -2.700 -1.507  0.000
H: 2.441 -2.468 0.671  0.000
H: 3.205 -3.366 -0.555  0.000
Se: -2.740 0.203 -3.341  0.000
N: -2.837 0.024 -1.572  -0.004
C: -4.098 0.267 -1.206  -0.004
C: -4.590 0.221 0.130  0.002
C: -5.901 0.508 0.333  0.002
C: -6.779 0.849 -0.744  -0.001
C: -6.351 0.903 -2.029  0.001
C: -4.982 0.608 -2.297  0.000
N: -4.421 0.619 -3.495  0.002
H: -3.947 -0.067 0.949  0.002
H: -6.306 0.471 1.336  0.000
H: -7.815 1.064 -0.518  0.000
H: -7.009 1.156 -2.849  0.000
O: -0.680 -3.294 2.940  0.000
Se: -0.852 -2.202 1.818  0.001
O: 0.417 -2.012 0.734  0.003
O: -2.105 -2.299 0.747  0.004
O: -0.986 -0.597 2.271  -0.001